ORCA calculation (wB97M-V/def2-TZVPD) on one molecule with the formula C9H16OS at a distorted geometry.

Results
HOMO level (alpha / beta)   -7.66 / -7.10 eV
Orbital gap (alpha / beta)   8.37 / 6.53 eV
Relative energy (zero: lowest compared OMol25 entry of this formula, charge and spin)   342.65 kJ/mol
E_tot   -22469.7570 eV

Each line ends with the Löwdin charge.
Element x y z (Å)
C (-0.85701, 1.39584, 0.44864)  -0.18
C (-1.34728, 0.55715, -0.72206)  -0.16
C (1.55722, 1.81524, -0.24045)  -0.26
C (2.81023, 1.07199, -0.37289)  -0.22
C (0.61674, 1.22270, 0.80093)  -0.41
C (1.10335, -0.16648, 1.13664)  -0.22
C (-1.47697, -0.94346, -0.30354)  -0.29
C (-0.87015, -2.02908, -1.22401)  -0.07
C (-2.25273, -1.31358, 0.85560)  -0.11
O (2.99280, -1.96949, 0.09974)  -0.54
S (2.04924, -0.78772, -0.14597)  0.94
H (-1.07325, 2.48831, 0.20638)  0.14
H (-1.30289, 0.90389, 1.44082)  0.15
H (-2.36754, 0.82549, -0.98471)  0.11
H (-0.68713, 0.55190, -1.57385)  0.10
H (1.85317, 2.80072, 0.12359)  0.13
H (1.15197, 1.72623, -1.23010)  0.11
H (3.32308, 1.17890, -1.34610)  0.10
H (3.49718, 1.16496, 0.43977)  0.08
H (0.68117, 1.87375, 1.71835)  0.15
H (0.45175, -0.81941, 1.67467)  0.07
H (-0.94832, -1.70830, -2.22553)  0.05
H (-1.39453, -3.05077, -1.19003)  0.10
H (0.12329, -2.23799, -0.84468)  0.02
H (-3.03102, -2.15813, 0.57510)  0.13
H (-2.84798, -0.57726, 1.24522)  0.04
H (-1.75441, -1.81538, 1.63846)  0.06

***

ORCA calculation (wB97M-V/def2-TZVPD) on one molecule with the formula C9H16P2 at a distorted geometry.

Results
HOMO level (alpha / beta)   -7.45 / -7.65 eV
SMILES   CCC#[PH]C=P#CC(C)(C)C
Orbital gap (alpha / beta)   6.11 / 7.14 eV
Relative energy (zero: lowest compared OMol25 entry of this formula, charge and spin)   520.05 kJ/mol
E_tot   -28162.7303 eV

Each line ends with the Löwdin charge.
Element x y z (Å)
C (-1.96445, 2.49055, 0.21668)  -0.14
C (-1.06261, 2.91715, -0.94117)  -0.40
C (-0.00006, 1.89351, -1.14630)  -0.33
P (1.39010, 2.08825, -2.00574)  0.79
C (2.57562, 0.79971, -1.85460)  -0.66
P (2.03253, -0.78605, -1.36188)  0.86
C (1.23746, -0.85975, 0.04568)  -0.26
C (0.28494, -1.70500, 0.75710)  -0.71
C (-1.09259, -1.65423, 0.08560)  -0.05
C (0.17524, -1.21426, 2.20800)  -0.06
C (0.82187, -3.14622, 0.74996)  -0.07
H (-2.76015, 3.21784, 0.36603)  0.06
H (-1.38667, 2.41574, 1.13600)  0.07
H (-2.41446, 1.52155, 0.01170)  0.05
H (-0.67520, 3.92124, -0.74511)  0.09
H (-1.66587, 2.97473, -1.85418)  0.10
H (2.18814, 3.01588, -2.71783)  -0.04
H (3.31513, 0.79970, -2.65117)  -0.02
H (-1.79866, -2.28498, 0.62249)  0.08
H (-1.46395, -0.63245, 0.08227)  0.06
H (-1.02263, -1.99693, -0.94464)  0.08
H (-0.16424, -0.18194, 2.23170)  0.08
H (1.14075, -1.27266, 2.70334)  0.08
H (-0.53678, -1.82726, 2.75628)  0.08
H (0.16398, -3.77824, 1.34286)  0.09
H (1.82285, -3.18479, 1.17346)  0.08
H (0.85973, -3.53108, -0.26651)  0.08

***

ORCA calculation (wB97M-V/def2-TZVPD) on C9H17BeNO3 as an isolated structure at a distorted geometry.

Results
HOMO level   -17.38 eV
Total charge   +2
Orbital gap   5.12 eV
E_tot   -17618.7130 eV

Each line ends with the Löwdin charge.
Element x y z (Å)
C (1.28254, -2.05474, 1.39713)  -0.03
C (0.33972, -2.32314, 0.17075)  -0.17
C (-1.16564, -2.28351, 0.52801)  -0.09
C (-1.72805, -0.86175, 0.45130)  -0.30
C (-0.66873, 0.12789, 0.93624)  -0.08
O (-2.27534, -0.41644, -0.77380)  0.09
C (-1.33467, -0.45864, -1.80045)  -0.48
O (-1.47454, -1.24325, -2.69833)  0.24
O (-0.22609, 0.39148, -1.82471)  -0.01
C (-0.48388, 1.80968, -1.61511)  -0.06
C (0.85080, 2.45698, -1.11464)  -0.31
C (1.33445, 2.50373, 0.37225)  0.00
N (1.64846, 2.97606, -1.92890)  0.23
H (2.13818, -2.73301, 1.40436)  0.11
H (0.76411, -2.02303, 2.36124)  0.09
H (1.73106, -0.99675, 1.24999)  0.05
H (0.63166, -1.66411, -0.65427)  0.11
H (0.56308, -3.34175, -0.17438)  0.14
H (-1.72703, -2.97529, -0.11146)  0.15
H (-1.33865, -2.64194, 1.55176)  0.14
H (-2.54765, -0.82010, 1.17921)  0.18
H (-0.36637, -0.17875, 1.99863)  0.12
H (-1.10604, 1.12958, 0.94149)  0.10
H (0.23184, 0.06014, 0.29260)  0.06
H (-0.76782, 2.21840, -2.58935)  0.15
H (-1.27072, 1.98707, -0.87509)  0.13
H (2.20581, 1.78567, 0.56193)  0.12
H (0.48259, 2.35876, 1.11562)  0.08
H (1.73485, 3.50382, 0.59584)  0.13
H (1.25962, 2.88562, -2.87032)  0.11
Be (1.28243, 0.82133, 1.92243)  1.00

***

ORCA calculation (wB97M-V/def2-TZVPD) on C9H17Br6Cl3O2Sr4 as an isolated structure at a distorted geometry.

Results
HOMO level   -22.14 eV
Total charge   +6
Orbital gap   1.58 eV
E_tot   -474792.0685 eV

Each line ends with the Löwdin charge.
Element x y z (Å)
Sr (5.82984, 0.00254, 0.03379)  1.64
Sr (0.69364, -3.05436, -3.49146)  1.31
Sr (3.45806, -0.00490, -3.35777)  1.50
Sr (2.98587, -2.83888, -0.14175)  1.40
O (3.20316, -0.09450, -0.70406)  -0.74
C (1.88790, 0.19788, -0.23118)  -0.36
C (0.65977, -0.61863, -0.81259)  -0.33
O (0.75450, -2.02934, -1.13217)  -0.67
H (1.61522, 1.25997, -0.28481)  0.11
H (1.85393, 0.02739, 0.85675)  0.08
H (0.33207, -0.16203, -1.75881)  0.09
H (-0.08328, -0.53038, -0.01794)  0.12
Br (0.35581, -5.32886, -0.51458)  0.69
C (-1.29424, -4.48781, 0.09785)  -0.58
C (-2.42374, -4.81079, -0.88199)  -0.54
Br (-1.96721, -4.23822, -2.69884)  0.64
H (-1.17358, -3.41872, 0.23291)  0.05
H (-1.55590, -4.98313, 1.03296)  0.10
H (-3.38074, -4.34052, -0.66147)  0.09
H (-2.60109, -5.88584, -0.92286)  0.10
Br (3.04413, -0.34710, 3.79955)  0.60
C (1.76859, 1.16855, 3.95139)  -0.61
C (1.19845, 1.19242, 5.35504)  -0.62
Br (0.37571, -0.51074, 5.81998)  0.83
H (1.00843, 1.07942, 3.17886)  0.05
H (2.37719, 2.04603, 3.74659)  0.07
H (0.42842, 1.95580, 5.46358)  0.09
H (1.98859, 1.35298, 6.08581)  0.08
Br (-1.79305, 6.40634, -2.49286)  1.02
C (-1.36233, 4.49270, -2.59857)  -0.64
C (-0.01223, 4.12131, -2.07841)  -0.67
Br (0.08922, 4.43278, -0.14178)  0.72
H (-1.45030, 4.20664, -3.65993)  0.10
H (-2.23832, 3.96705, -2.20637)  0.04
H (0.78930, 4.73640, -2.47751)  0.06
H (0.20452, 3.06427, -2.26597)  0.04
C (-2.99398, 0.44131, -0.82994)  -1.56
Cl (-4.05445, 1.64638, -1.52188)  0.62
Cl (-3.30564, -1.16253, -1.59942)  0.50
Cl (-3.23792, 0.33164, 0.89922)  0.59
H (-1.97432, 0.71750, -1.06936)  -0.03

***

ORCA calculation (wB97M-V/def2-TZVPD) on one molecule with the formula C9H17N at a distorted geometry.

Results
HOMO level (alpha / beta)   -7.30 / -7.30 eV
Orbital gap (alpha / beta)   7.84 / 7.85 eV
Relative energy (zero: lowest compared OMol25 entry of this formula, charge and spin)   313.96 kJ/mol
E_tot   -11095.0025 eV

Each line ends with the Löwdin charge.
Element x y z (Å)
C (-0.41852, 0.53337, 2.17133)  -0.15
C (-1.07182, -1.38513, -1.84860)  -0.04
C (-2.36815, 0.46400, 0.37546)  -0.03
C (1.50802, 0.16191, -2.02182)  -0.06
C (2.11947, -0.84834, 0.21340)  -0.06
C (0.37057, 1.77851, 1.80972)  -0.12
C (-0.26062, -0.98747, -0.63923)  -0.37
C (-1.13911, -0.27809, 0.81679)  -0.29
C (1.03620, -0.47032, -0.74897)  -0.26
N (-0.65178, -1.47469, 0.64172)  0.06
H (0.17479, -0.16500, 2.76043)  0.09
H (-1.31720, 0.79419, 2.73383)  0.08
H (-1.98177, -1.90925, -1.54777)  0.08
H (-0.50678, -2.06186, -2.49752)  0.09
H (-1.36909, -0.51003, -2.43372)  0.08
H (-2.08173, 1.38394, -0.13569)  0.09
H (-2.97795, -0.15355, -0.28679)  0.08
H (-2.99326, 0.72486, 1.23345)  0.09
H (1.91891, -0.59735, -2.69632)  0.09
H (2.29075, 0.89937, -1.82393)  0.08
H (0.69890, 0.66332, -2.55853)  0.07
H (2.84106, -1.49436, -0.30524)  0.09
H (1.75136, -1.44129, 1.05440)  0.08
H (2.67556, 0.03339, 0.54283)  0.07
H (0.40843, 2.47603, 2.65350)  0.07
H (-0.06641, 2.32555, 0.96674)  0.07
H (1.41020, 1.53831, 1.57056)  0.05

***

ORCA calculation (wB97M-V/def2-TZVPD) on C9H17N2O2S as an isolated structure at a distorted geometry.

Results
HOMO level (alpha / beta)   -12.14 / -12.14 eV
Total charge   +1
Orbital gap (alpha / beta)   8.12 / 8.12 eV
Relative energy (zero: lowest compared OMol25 entry of this formula, charge and spin)   0.00 kJ/mol
E_tot   -27510.1717 eV

Each line ends with the Löwdin charge.
Element x y z (Å)
C (0.31956, -2.51727, -1.66635)  -0.06
C (1.66329, -2.04041, -1.43609)  -0.22
C (-0.23887, -1.52971, -2.46896)  -0.06
C (1.88230, -0.96929, -2.31842)  -0.06
C (1.04050, 1.50509, 2.42944)  -0.09
C (-1.51873, 2.14727, 1.70556)  0.01
C (-2.07172, -0.39025, 2.09257)  0.01
C (0.45351, 0.61138, -3.57914)  0.04
C (-1.24755, 0.78751, 2.18869)  -0.27
N (0.00426, 0.52126, 2.53796)  -0.01
N (0.72620, -0.63881, -2.89466)  -0.10
O (0.32036, -1.70917, 1.30594)  -0.46
O (0.27340, 0.08018, -0.39560)  -0.43
S (1.13374, -0.77277, 0.41543)  0.93
H (-0.29416, -3.28054, -1.28699)  0.11
H (2.39041, -2.74221, -1.06282)  0.12
H (-1.13302, -1.63309, -3.00756)  0.12
H (2.70411, -0.41305, -2.43714)  0.11
H (1.07497, 1.89419, 1.44992)  0.07
H (0.94254, 2.33015, 3.27344)  0.16
H (2.00985, 1.07081, 2.68717)  0.10
H (-2.67323, 2.39439, 1.73353)  0.15
H (-1.19760, 2.41744, 0.71533)  0.10
H (-0.94891, 2.74186, 2.39034)  0.07
H (-1.71177, -1.22966, 2.62802)  0.09
H (-3.01454, -0.14695, 2.47219)  0.09
H (-2.21091, -0.73104, 1.11958)  0.10
H (0.38854, 1.43518, -2.97014)  0.08
H (1.18087, 0.86737, -4.19213)  0.06
H (-0.49424, 0.44820, -4.04990)  0.11
H (0.24684, -0.50804, 2.62079)  0.13